Here is C36H30BrF4N2O4PV as an isolated structure at a distorted geometry from OMol25. Energies are from wB97M-V/def2-TZVPD.

XYZ file:
```
79
Properties=species:S:1:pos:R:3:forces:R:3
V 0.140236 0.221241 0.228187 -4.0540 -0.7144 -0.6706
O 1.450411 -0.713448 0.646503 3.1970 -3.0742 1.7756
C 2.694508 -0.970290 0.441632 2.7534 0.2284 -0.8263
C 3.390202 -2.055579 1.005691 -0.6332 0.2481 -0.0149
C 4.711867 -2.278123 0.693324 0.0894 0.2644 -0.2712
C 5.398421 -1.417435 -0.168835 0.1265 -0.1302 0.0959
C 4.764699 -0.318880 -0.694741 -0.3735 0.0808 0.0664
C 3.408791 -0.068360 -0.418141 0.0012 -1.3015 0.8929
C 2.726002 1.023409 -0.994600 -0.9640 0.8513 -0.4439
N 1.441932 1.262834 -0.851287 1.8491 -1.6320 0.7402
N 0.938174 2.302238 -1.479015 -1.3082 2.4270 -1.7018
C -0.366292 2.379349 -1.304398 2.1987 0.2062 -0.6375
O -0.907588 1.486183 -0.553663 -2.4050 1.4892 -1.0380
C -1.116749 3.431291 -1.983262 -0.4245 0.2725 -0.1842
C -2.510889 3.385004 -2.051103 0.2752 -0.1779 0.1534
C -3.204734 4.373730 -2.722147 -0.1030 0.1351 -0.0512
C -2.519556 5.415804 -3.324869 -0.0278 -0.0055 0.0442
C -1.134777 5.468422 -3.263585 -0.0186 0.0485 0.0010
C -0.431562 4.482618 -2.600934 -0.0391 -0.2113 0.0943
H 2.871861 -2.717446 1.680150 -0.1230 -0.0738 0.0901
H 5.223428 -3.130402 1.116338 0.0139 -0.0416 0.0410
H 6.427428 -1.617724 -0.420953 0.1122 0.0112 0.0254
H 5.298455 0.366134 -1.336442 0.0614 0.0528 -0.1187
H 3.273487 1.710280 -1.636327 -0.0678 0.0260 0.0237
H -3.044675 2.564194 -1.592443 0.0056 -0.0581 0.0892
H -4.282732 4.342274 -2.777513 -0.0728 -0.0547 0.0100
H -3.065518 6.190605 -3.839525 -0.0616 0.0820 -0.0768
H -0.612882 6.286730 -3.735888 0.0972 0.0395 -0.0369
H 0.646081 4.498414 -2.551881 0.0688 0.0396 0.0153
F -4.940469 2.900287 4.622428 0.1468 -0.0876 -0.1387
C -3.794700 2.617230 4.020462 0.2400 -0.0485 -0.0700
C -2.662547 3.388381 4.294743 0.0999 -0.1267 -0.0758
F -2.740648 4.407237 5.142139 -0.0174 -0.2200 -0.1083
C -1.454843 3.066472 3.685223 -0.1466 -0.2309 -0.0656
F -0.350108 3.744354 4.001026 -0.3941 0.1729 0.2372
C -1.355332 2.037531 2.751613 -0.0968 0.0755 -0.1168
P 0.274714 1.719970 1.954826 -0.3489 1.1013 1.8724
C 0.789476 3.386782 1.490864 0.1695 -0.0832 -0.1557
C 2.147402 3.664387 1.356244 -0.1406 -0.1901 0.1016
C 2.552635 4.919831 0.941104 0.0457 0.0639 -0.0387
C 1.606229 5.889020 0.642699 0.0523 -0.0420 0.0123
C 0.254744 5.595082 0.722808 -0.0032 0.0507 -0.0283
C -0.158935 4.343830 1.133930 0.1062 -0.1878 0.1500
C 1.106947 1.107475 3.450361 0.1727 -0.0701 -0.1829
C 0.641798 -0.157818 3.815410 0.0512 0.0837 -0.0347
C 1.111355 -0.766599 4.961060 -0.0207 -0.0701 0.0372
C 2.079288 -0.135322 5.728187 0.0347 -0.0070 -0.0446
C 2.552491 1.112780 5.358851 0.0177 0.0598 0.0917
C 2.057146 1.751951 4.230971 -0.0741 -0.0747 -0.1755
C -2.488411 1.273323 2.502704 -0.0580 0.3670 0.0856
Br -2.397143 -0.203186 1.318528 -0.3257 -0.1167 0.3102
C -3.699536 1.544405 3.135192 0.3494 -0.0434 -0.1397
F -4.755128 0.773558 2.889688 -0.0611 0.1942 0.1271
H 2.872020 2.887335 1.575127 0.0933 0.0904 0.0104
H 3.604531 5.145631 0.846654 0.0721 0.0066 0.0196
H 1.923271 6.875849 0.345825 0.0490 0.1087 -0.0790
H -0.480897 6.340528 0.465166 -0.0748 0.0931 -0.0470
H -1.214855 4.111273 1.185588 -0.0314 0.0529 -0.0161
H -0.103607 -0.656124 3.201565 0.0207 -0.0220 0.0489
H 0.722021 -1.729952 5.258042 0.0145 -0.0811 0.0229
H 2.465324 -0.625176 6.608725 0.0364 0.0063 0.1080
H 3.301141 1.602395 5.963105 0.0602 0.0493 0.0406
H 2.405360 2.740175 3.967487 0.0222 0.0606 -0.0083
C 0.120465 -3.386178 2.190445 -0.0403 -0.0821 0.0895
O -0.468718 -2.512308 1.245009 -0.1685 -0.1369 -0.2288
C -0.991721 -3.166208 0.099022 0.2082 0.2914 -0.3442
C -0.226992 -2.746464 -1.169105 0.1191 -0.7184 0.4678
O -0.331537 -1.365597 -1.471317 0.0385 0.5367 0.6607
C -1.465547 -1.032425 -2.252406 -0.3016 0.2593 -0.5035
H -0.649587 -3.941371 2.737915 0.0636 0.0046 -0.0431
H 0.688063 -2.778337 2.892331 0.0109 -0.0025 -0.0246
H 0.797527 -4.095519 1.706373 0.0236 0.0047 0.0142
H -2.053294 -2.901324 0.009639 0.0462 -0.1102 -0.0370
H -0.913747 -4.251852 0.210849 -0.1012 0.0424 -0.0965
H -0.600052 -3.335760 -2.017733 0.1259 0.1062 0.0817
H 0.844788 -2.941419 -1.038817 -0.2225 -0.0495 0.0110
H -1.473678 -1.614934 -3.179514 0.0344 0.0069 0.1262
H -1.367373 0.024304 -2.499565 -0.1511 -0.1276 0.0000
H -2.405255 -1.196931 -1.713686 0.0805 0.0123 -0.0102
```
Forces are in eV/Å.

LUMO energy (alpha / beta): -2.735 / -3.350 eV
Charge: +1
Frontier orbital gap (alpha / beta): 7.39 / 7.07 eV
Multiplicity: 3
HOMO energy (alpha / beta): -10.12 / -10.42 eV